Here is a 2-piece molecular cluster, CHN4S overall in a non-equilibrium geometry from the Open Molecules 2025 dataset. Energies are from ωB97M-V/def2-TZVPD.

Positions of all 7 atoms, in Å:
C1 -0.76 0.21 -0.41
N1 -0.83 0.45 -1.60
N2 -0.66 2.05 1.49
N3 -1.02 1.00 -2.65
N4 -1.15 1.70 2.47
S1 -1.81 0.86 3.60
H1 -0.56 -0.76 -0.16

- Total charge: -1
- Multiplicity: 3
- ΔE to the lowest compared entry with this formula, charge and spin: 0.6591 eV
- Kohn-Sham gap (spin up / spin down): 0.1518 / 0.2576 Eh
- Lowest unoccupied orbital energy (spin up / spin down): 4.0 / 3.0 eV
- HOMO level (spin up / spin down): -0.0052 / -0.1476 Eh